Record 1
Computed, not measured: a 9-piece molecular cluster, C59H56BrO18P overall, with wB97M-V/def2-TZVPD.

CARTESIAN COORDINATES (ANGSTROEM)
1 C -3.30 -0.32 -0.01
2 C -2.05 0.15 -0.75
3 C -1.86 -0.50 -2.11
4 C -0.90 0.23 -3.06
5 C 0.41 0.76 -2.46
6 C 1.48 -0.32 -2.32
7 C 1.32 -1.22 -1.08
8 P 2.39 -0.73 0.31
9 Br 1.13 0.92 1.22
10 O 2.13 -1.94 1.36
11 C 0.85 -2.35 1.88
12 C 0.79 -3.87 2.01
13 O -0.16 -4.50 1.19
14 C 0.19 -4.58 -0.19
15 C -0.55 -5.75 -0.81
16 H -3.70 0.47 0.63
17 H -3.09 -1.18 0.62
18 H -4.09 -0.60 -0.71
19 H -1.18 -0.05 -0.12
20 H -2.08 1.24 -0.86
21 H -1.54 -1.55 -2.00
22 H -2.84 -0.55 -2.60
23 H -0.62 -0.45 -3.86
24 H -1.44 1.05 -3.53
25 H 0.80 1.53 -3.14
26 H 0.24 1.26 -1.51
27 H 2.48 0.12 -2.33
28 H 1.42 -0.96 -3.20
29 H 1.66 -2.24 -1.30
30 H 0.28 -1.29 -0.80
31 H 0.03 -2.00 1.25
32 H 0.74 -1.87 2.85
33 H 0.52 -4.12 3.03
34 H 1.80 -4.26 1.83
35 H -0.10 -3.65 -0.69
36 H 1.27 -4.69 -0.28
37 H -0.88 -5.51 -1.81
38 H -1.44 -5.96 -0.21
39 H 0.06 -6.65 -0.85
40 C -4.76 -1.53 3.77
41 C -4.86 -1.03 5.00
42 C -6.04 -0.22 5.41
43 O -6.14 0.21 6.53
44 C -7.09 0.03 4.38
45 C -6.98 -0.47 3.15
46 C -5.81 -1.29 2.75
47 O -5.72 -1.75 1.64
48 H -3.91 -2.12 3.46
49 H -4.10 -1.19 5.75
50 H -7.93 0.62 4.71
51 H -7.73 -0.31 2.39
52 C -3.95 -6.67 6.02
53 C -3.29 -5.59 5.64
54 C -3.49 -4.29 6.32
55 O -2.89 -3.29 5.97
56 C -4.46 -4.24 7.44
57 C -5.13 -5.32 7.82
58 C -4.93 -6.63 7.14
59 O -5.54 -7.62 7.48
60 H -3.83 -7.63 5.53
61 H -2.57 -5.59 4.83
62 H -4.59 -3.27 7.92
63 H -5.85 -5.32 8.63
64 C -0.07 2.52 -6.24
65 C -0.07 3.71 -6.84
66 C -0.36 3.84 -8.29
67 O -0.31 4.91 -8.85
68 C -0.70 2.60 -9.04
69 C -0.71 1.41 -8.44
70 C -0.38 1.28 -7.00
71 O -0.38 0.20 -6.45
72 H 0.17 2.39 -5.20
73 H 0.17 4.62 -6.32
74 H -0.93 2.73 -10.09
75 H -0.94 0.50 -8.96
76 C -1.19 3.94 1.19
77 C -0.53 4.70 2.06
78 C -0.50 6.17 1.92
79 O 0.11 6.87 2.71
80 C -1.24 6.78 0.78
81 C -1.90 6.02 -0.09
82 C -1.93 4.54 0.05
83 O -2.54 3.85 -0.74
84 H -1.22 2.86 1.26
85 H 0.02 4.28 2.89
86 H -1.20 7.86 0.71
87 H -2.45 6.43 -0.92
88 C 4.63 -4.67 2.82
89 C 4.02 -5.82 3.09
90 C 4.51 -6.73 4.16
91 O 3.95 -7.77 4.41
92 C 5.72 -6.30 4.92
93 C 6.33 -5.15 4.64
94 C 5.84 -4.24 3.57
95 O 6.40 -3.20 3.32
96 H 4.28 -3.99 2.05
97 H 3.13 -6.16 2.56
98 H 6.06 -6.97 5.69
99 H 7.21 -4.81 5.17
100 C -0.10 11.78 5.64
101 C -0.96 11.08 6.37
102 C -1.28 9.67 6.05
103 O -2.07 9.04 6.72
104 C -0.59 9.06 4.89
105 C 0.27 9.75 4.15
106 C 0.59 11.16 4.47
107 O 1.37 11.80 3.80
108 H 0.15 12.81 5.84
109 H -1.47 11.50 7.23
110 H -0.83 8.02 4.67
111 H 0.78 9.32 3.30
112 C 4.06 5.39 -8.49
113 C 3.27 4.32 -8.47
114 C 3.55 3.19 -7.55
115 O 2.82 2.22 -7.52
116 C 4.74 3.28 -6.67
117 C 5.53 4.35 -6.70
118 C 5.25 5.49 -7.61
119 O 5.98 6.46 -7.63
120 H 3.88 6.24 -9.14
121 H 2.40 4.23 -9.10
122 H 4.91 2.44 -6.01
123 H 6.40 4.45 -6.07
124 C 3.70 -4.19 -3.18
125 C 4.67 -5.05 -3.48
126 C 4.35 -6.41 -3.99
127 O 5.23 -7.20 -4.27
128 C 2.92 -6.77 -4.15
129 C 1.95 -5.91 -3.85
130 C 2.27 -4.55 -3.34
131 O 1.39 -3.77 -3.05
132 H 3.90 -3.19 -2.81
133 H 5.72 -4.81 -3.38
134 H 2.72 -7.77 -4.52
135 H 0.90 -6.14 -3.95

LUMO energy in eV: -1.83
E_HOMO in Ha: -0.3375
Energy in Eh: -6551.26382
SMILES string: CCCCCCCP(Br)OCCOCC.O=C1C=CC(=O)C=C1.O=C1C=CC(=O)C=C1.O=C1C=CC(=O)C=C1.O=C1C=CC(=O)C=C1.O=C1C=CC(=O)C=C1.O=C1C=CC(=O)C=C1.O=C1C=CC(=O)C=C1.O=C1C=CC(=O)C=C1

***

Record 2
Computed, not measured: C27H19ClN4O6STc as an isolated structure, with wB97M-V/def2-TZVPD.

CARTESIAN COORDINATES (ANGSTROEM)
1 Tc 0.12 0.11 0.62
2 C 5.43 -4.57 -3.13
3 C 4.69 -3.41 -2.52
4 C 3.34 -3.53 -2.18
5 C 2.66 -2.47 -1.61
6 C 3.35 -1.28 -1.38
7 C 4.69 -1.13 -1.72
8 C 5.35 -2.21 -2.28
9 S 2.53 0.07 -0.70
10 O 3.32 1.24 -0.76
11 O 1.12 0.13 -1.24
12 N 2.00 -0.26 0.83
13 C 2.60 -0.19 2.11
14 C 3.92 -0.23 2.44
15 C 4.28 -0.16 3.81
16 C 3.34 -0.05 4.79
17 C 1.96 0.01 4.46
18 C 0.92 0.15 5.39
19 C -0.39 0.23 4.96
20 C -0.66 0.17 3.60
21 N 0.30 0.02 2.69
22 C 1.61 -0.06 3.11
23 H 4.74 -5.29 -3.57
24 H 6.01 -5.08 -2.36
25 H 6.12 -4.23 -3.89
26 H 2.82 -4.46 -2.38
27 H 1.60 -2.56 -1.38
28 H 5.20 -0.19 -1.55
29 H 6.39 -2.10 -2.56
30 H 4.68 -0.32 1.68
31 H 5.33 -0.19 4.07
32 H 3.64 0.01 5.83
33 H 1.15 0.21 6.45
34 H -1.20 0.35 5.66
35 H -1.68 0.25 3.23
36 O -4.54 2.18 -2.84
37 C -4.63 1.80 -1.57
38 O -5.49 2.16 -0.83
39 C -3.59 0.82 -1.07
40 C -3.71 -0.57 -1.05
41 Cl -4.89 -1.50 -1.81
42 N -2.69 -1.09 -0.34
43 N -1.90 -0.08 0.09
44 C -2.44 1.06 -0.35
45 C -1.66 2.28 -0.01
46 O -1.97 3.41 -0.18
47 O -0.47 1.90 0.58
48 C -2.40 -2.43 0.08
49 C -3.42 -3.29 0.45
50 C -3.10 -4.58 0.85
51 C -1.78 -5.00 0.90
52 C -0.76 -4.11 0.58
53 C -1.07 -2.83 0.15
54 H -3.77 1.82 -3.29
55 H -4.45 -2.96 0.44
56 H -3.90 -5.26 1.13
57 H -1.54 -6.01 1.21
58 H 0.28 -4.42 0.65
59 H -0.27 -2.13 -0.06

LUMO energy (alpha / beta) in eV: -7.63 / -8.36
Charge: +2
E_HOMO (alpha / beta) in Ha: -0.5449 / -0.5477
ΔE to the lowest compared entry with this formula, charge and spin in kJ/mol: 22.7
Multiplicity: 4
Energy in Eh: -2649.38725

***

Record 3
Computed, not measured: C24H24BF3N3O7SeTl as an isolated structure, with wB97M-V/def2-TZVPD.

CARTESIAN COORDINATES (ANGSTROEM)
1 Tl 0.34 0.80 -0.70
2 O -3.06 -2.18 -0.29
3 C -2.08 -1.29 -0.15
4 O -1.29 -1.01 -1.01
5 C -2.12 -0.63 1.22
6 O -0.87 -0.08 1.53
7 C 0.05 -1.01 2.04
8 C 0.40 -2.00 0.89
9 O -0.13 -3.10 0.91
10 O 1.12 -1.45 0.00
11 H -2.98 -2.58 -1.17
12 H -2.82 0.20 1.15
13 H -2.46 -1.34 1.98
14 H 1.82 -0.34 1.45
15 H -0.30 -1.49 2.96
16 C 5.52 1.16 -1.84
17 C 4.60 2.07 -1.03
18 C 5.34 2.69 0.14
19 O 3.55 1.21 -0.48
20 B 2.42 1.46 -1.17
21 O 2.49 2.46 -2.08
22 C 3.79 3.10 -1.91
23 C 3.51 4.42 -1.21
24 C 4.37 3.35 -3.29
25 H 5.94 0.41 -1.17
26 H 6.33 1.73 -2.29
27 H 4.98 0.64 -2.62
28 H 5.89 1.91 0.67
29 H 4.66 3.17 0.84
30 H 6.06 3.43 -0.22
31 H 3.08 4.27 -0.22
32 H 2.80 4.99 -1.81
33 H 4.42 5.01 -1.11
34 H 4.45 2.43 -3.87
35 H 5.35 3.81 -3.22
36 H 3.72 4.03 -3.83
37 F -6.13 5.88 -5.59
38 C -6.01 4.55 -5.73
39 F -7.24 4.03 -5.58
40 F -5.66 4.32 -7.00
41 C -5.03 3.95 -4.76
42 C -4.80 2.58 -4.81
43 C -3.90 2.00 -3.94
44 C -3.22 2.78 -3.01
45 C -3.46 4.15 -2.96
46 C -4.36 4.73 -3.83
47 C -2.28 2.18 -2.11
48 C -1.50 1.70 -1.32
49 H -5.32 1.97 -5.54
50 H -3.71 0.93 -3.98
51 H -2.93 4.75 -2.23
52 H -4.54 5.80 -3.79
53 Se 0.49 3.58 2.31
54 N 0.99 3.05 3.95
55 C 1.30 1.76 3.93
56 C 1.81 0.96 4.96
57 C 2.22 -0.34 4.61
58 C 2.09 -0.93 3.40
59 N 1.31 -0.25 2.35
60 C 1.11 1.17 2.61
61 N 0.71 1.91 1.63
62 H 1.97 1.36 5.94
63 H 2.73 -0.93 5.36
64 H 2.40 -1.93 3.13

LUMO energy in eV: 0.03
E_HOMO in Ha: -0.2382
ΔE to the lowest compared entry with this formula, charge and spin in kJ/mol: 444.0
Energy in Eh: -4518.21364

***

Record 4
Computed, not measured: a 2-piece molecular cluster, C8H12O2 overall, with wB97M-V/def2-TZVPD.

CARTESIAN COORDINATES (ANGSTROEM)
1 C -1.47 -0.31 1.28
2 C -1.10 0.56 0.20
3 C -0.81 -1.28 1.94
4 C 0.18 0.84 -0.10
5 C 1.03 -1.56 -0.94
6 C 1.28 0.70 0.89
7 C 0.55 1.70 -1.19
8 C -0.14 -1.97 -1.39
9 O -2.18 1.12 -0.49
10 O 2.18 -1.46 -0.68
11 H -2.41 -0.26 1.76
12 H 0.12 -1.52 1.40
13 H -0.96 -1.85 2.77
14 H 1.87 1.68 0.81
15 H 2.08 -0.10 0.71
16 H 0.93 0.70 1.89
17 H 1.65 1.60 -1.50
18 H 0.40 2.69 -0.75
19 H -0.17 1.52 -2.04
20 H -0.86 -1.16 -1.77
21 H -0.45 -2.94 -1.33
22 H -1.74 1.29 -1.49

LUMO energy in eV: 0.36
E_HOMO in Ha: -0.2978
ΔE to the lowest compared entry with this formula, charge and spin in kJ/mol: 426.8
Energy in Eh: -462.34375
SMILES string: C=CC(O)=C(C)C.C=C=O